1.
Below is C11H11NO in the gas phase, with properties calculated with ωB97M-V/def2-TZVPD.

Values from the calculation:
- SMILES = O=C1C[C@]23C=C[C@H](C=C[C@H]2N1)C=C3
- total charge = 0
- E_HOMO (eV) = -8.93
- 2S+1 = 1
- LUMO energy (eV) = 0.72

Cartesian coordinates (Å):
H 2.3286 -2.3462 0.0060
H 1.4241 0.0470 2.5804
H 3.2213 -0.0360 1.0054
C 1.6945 -1.4498 -0.0335
O -3.7460 -0.0011 0.6648
H 2.8038 1.4199 -1.0824
C -0.5740 -0.8076 -0.5583
C 1.1642 0.2484 1.6262
H -2.1052 2.1854 -0.0255
C -0.0543 0.6894 1.2764
H -0.7108 -0.8286 -1.7122
H -1.8627 1.3095 -1.6017
H -2.0717 -2.0842 0.1420
C 1.9764 0.9390 -0.5057
H 0.1724 -2.6641 -0.7870
C 0.4484 -1.7438 -0.2890
C 0.7400 1.3474 -0.8844
N -1.8524 -1.0772 -0.0272
C -1.8584 1.1328 -0.4921
H 0.7194 2.1776 -1.6267
C 2.1669 -0.1063 0.5489
H -0.9992 0.9560 1.7943
C -2.6449 0.0414 0.1440
C -0.3803 0.6512 -0.1627

---

2.
Below is a molecular structure, C3H13CaN2O, with properties calculated with ωB97M-V/def2-TZVPD.

Values from the calculation:
- total charge = -1
- E_HOMO (spin up / spin down) (eV) = -0.21 / -0.21
- 2S+1 = 1
- LUMO energy (spin up / spin down) (eV) = 2.76 / 2.76

Cartesian coordinates (Å):
H 1.8785 -0.6266 -1.1389
H 3.4880 -0.3459 -1.8104
H -2.0845 0.2082 -1.4710
H 0.3661 1.7671 0.6825
H 2.5743 0.9580 -0.9624
H 1.5213 0.1385 -2.5131
C 2.5109 0.1160 -1.6426
H -0.8583 0.3917 3.7239
H -1.4444 -0.4739 -2.8381
N -2.0504 -0.6699 -2.0262
N 0.0938 1.4135 1.5950
Ca -1.4617 -1.9980 -0.4478
O -0.6265 -0.4338 0.5999
H -0.1844 -1.1745 3.2740
C -0.8704 -0.3841 2.9607
C -0.4547 0.2129 1.6974
H -1.8858 -0.7864 2.9067
H 0.2215 1.9615 2.4371
H 2.2652 0.5637 -2.6394
H -2.9985 -0.8379 -2.3875

---

3.
Below is a molecular structure, CH4N2ORb, with properties calculated with ωB97M-V/def2-TZVPD.

Values from the calculation:
- total charge = +1
- E_HOMO (eV) = -13.54
- 2S+1 = 1
- LUMO energy (eV) = -3.68

Cartesian coordinates (Å):
H 0.0261 -0.0369 2.0265
O 0.6415 -0.3487 -1.0673
H -1.2665 1.3670 0.8366
N -0.7713 1.1323 0.0028
H 0.9583 -1.2785 1.2411
C 0.0974 0.0849 -0.0459
N 0.3719 -0.4704 1.1952
H -0.9555 1.6448 -0.8402
Rb 0.8981 -2.0945 -3.3488

---

4.
Below is C3H11NO2Si in the gas phase, with properties calculated with ωB97M-V/def2-TZVPD.

Values from the calculation:
- SMILES = CNO[Si](C)(C)O
- total charge = 0
- E_HOMO (eV) = -8.10
- 2S+1 = 1
- LUMO energy (eV) = 0.65

Cartesian coordinates (Å):
N 1.9882 0.3359 -0.6321
O 0.7369 0.9477 -0.7785
H 3.5515 -0.1853 0.6725
C 2.4678 -0.0302 0.7890
C -0.4857 -1.5605 0.0733
H -3.0116 1.7206 -0.5912
H -0.6978 -2.0570 0.9617
H 2.2480 0.9197 1.2906
H 1.7909 -0.9062 1.0451
H -1.0007 -2.1581 -0.6517
H -2.8274 0.1961 -1.6991
H 0.5495 -1.7564 -0.1752
C -2.2578 0.9542 -1.0355
H 1.8801 -0.5254 -1.2625
Si -0.8740 0.2598 0.0985
H -1.9296 1.6866 -1.8649
H -0.8305 1.3125 2.1893
O -1.2980 0.8458 1.5708

---

5.
Below is a molecular structure, C29H40BClFeGe2N8, with properties calculated with ωB97M-V/def2-TZVPD.

Values from the calculation:
- total charge = +1
- E_HOMO (spin up / spin down) (eV) = -9.65 / -11.04
- 2S+1 = 6
- LUMO energy (spin up / spin down) (eV) = -3.14 / -4.20

Cartesian coordinates (Å):
B 0.8316 -3.1403 -0.0510
N -0.7131 -3.1604 -0.3321
H 7.7618 4.5847 -1.9224
C 5.6864 4.3777 -2.4380
H 3.6160 4.0071 -2.7270
H -1.5605 1.8749 1.5105
H -0.4088 3.3912 -3.5661
H 3.4122 -1.0760 1.6770
H 0.5297 -0.0736 3.3308
H 0.1285 -5.9860 -0.7017
H -1.4916 -5.0380 0.2405
H -0.8956 1.9930 -4.5132
H 3.9942 2.9837 4.3714
C -0.7036 3.7728 0.0074
Fe -0.2639 -0.1898 0.0792
H 1.6193 -4.1434 2.5070
H 2.1143 1.8799 3.3046
C 1.1460 -2.2101 3.5303
H 2.2502 -7.6338 -0.4125
N -1.2472 -2.0079 -0.8185
H 5.9837 0.1877 0.5651
H -2.4568 1.4136 0.0175
H 2.2815 -3.6797 -2.4194
N 1.2367 -0.9017 -1.1875
C 4.3455 3.0044 -0.9617
H 2.6630 -1.5309 -4.0728
H 7.5740 3.1519 0.0866
C -2.8809 -3.5270 -0.6166
H -0.9302 5.8818 -0.4096
Ge 2.8704 1.2556 1.0166
C -2.5445 -2.2339 -1.0022
H 5.8038 -1.3179 1.4532
C 4.1798 2.4741 3.4253
C -0.8718 1.6092 -2.3800
C 5.4089 -0.3068 1.3476
H 5.4205 2.1552 0.6933
N 1.4503 -2.2359 -1.1416
H -0.8866 4.9008 -1.8607
H 4.6227 1.5101 3.6647
C -1.6889 -4.0693 -0.1764
H 1.2997 -2.3802 4.5800
C 6.8115 4.1441 -1.6535
Ge 0.0894 2.1522 -0.7447
H 2.4764 3.3011 2.3395
H 1.8381 3.4015 -1.9761
N 2.8505 -4.4559 0.2011
C 1.1248 -5.7503 -0.3871
N 1.0494 -2.4929 1.3398
H -0.8310 0.5260 -2.5232
C 2.2119 -6.5719 -0.2544
C 2.2062 -1.5513 -3.1012
H 5.6005 0.2122 2.2840
C 1.8911 2.6713 -1.1665
C 2.0180 -2.6459 -2.2809
C 4.4718 3.8147 -2.0957
N 0.7100 -1.2091 1.5782
H 5.7608 4.9992 -3.3198
Cl -2.2584 -0.3921 1.5802
H 0.6003 5.2311 -0.9693
C -0.4606 5.0095 -0.8634
H -0.2711 3.9217 0.9998
H 3.7866 -0.7965 -0.0005
C 1.6954 -0.4854 -2.3712
C 1.3114 -3.1125 2.4957
C 5.4828 2.7804 -0.1933
C -0.3325 2.3065 -3.6340
H -3.1797 -1.4566 -1.3947
H 4.9183 3.0629 2.8820
C 3.0465 2.3874 -0.5618
H -1.7757 3.6327 0.1497
C 6.7068 3.3433 -0.5301
H 1.6882 0.5608 -2.6138
N 1.5233 -4.4796 -0.1069
H -1.9224 1.8564 -2.2114
C 3.2591 -5.7055 0.1156
H -3.8453 -3.9985 -0.6404
H 0.7157 2.0671 -3.8142
C 2.8673 2.3297 2.6466
C -1.7100 1.1206 0.7494
H 4.2916 -5.9443 0.3133
C 3.9189 -0.3864 0.9996
C 0.7585 -1.0358 2.9014

---

6.
Below is a molecular structure, C3H13N2O, with properties calculated with ωB97M-V/def2-TZVPD.

Values from the calculation:
- total charge = +1
- E_HOMO (eV) = -14.73
- 2S+1 = 1
- LUMO energy (eV) = -2.84

Cartesian coordinates (Å):
H 2.6609 0.2073 -0.2163
O 1.3248 1.5425 -1.0690
H 0.0878 -2.2412 0.8926
H -1.6830 1.0008 1.1580
H -3.7107 -0.1487 0.5471
H 1.8148 -2.1621 0.5185
H 1.9503 1.5106 -1.7997
N -1.6936 0.5028 0.2701
H -1.8956 1.2051 -0.4377
H -2.7884 -1.0206 -0.6850
C 0.9441 -1.5815 0.8070
C 1.6510 0.5937 -0.1056
N 0.6608 -0.5098 -0.1697
C -2.7337 -0.5473 0.2901
H 1.1278 -1.1414 1.7849
H 1.5592 1.0454 0.8800
H -2.4564 -1.3108 1.0088
H 0.6877 -0.9030 -1.1039
H -0.4944 -0.0131 0.0442

---

7.
Below is 2 unconnected molecules or ions with the total composition C4H11N3O2, with properties calculated with ωB97M-V/def2-TZVPD.

Values from the calculation:
- SMILES = [H]/N=C(\N)NC.CC(=O)O
- total charge = 0
- E_HOMO (eV) = -8.59
- 2S+1 = 1
- LUMO energy (eV) = 0.87

Cartesian coordinates (Å):
C 1.0118 2.4219 0.6844
H 1.4126 -0.7645 2.4147
H 1.4847 3.3003 0.2548
H 2.6624 -1.6496 0.4326
H -0.9864 -0.4369 0.9184
N 0.9730 -0.0964 1.8045
H -0.0688 2.3728 0.7823
H 1.3570 2.3813 1.7170
H -2.5643 -1.0982 -2.5596
C -1.6275 -0.6792 -0.7772
C -2.8864 -0.9710 -1.5339
H 1.6363 1.2207 -1.0125
C 1.4601 0.0838 0.6378
O -0.5359 -0.4825 -1.2443
N 1.4974 1.2421 -0.0220
H -3.5290 -1.7442 -1.1258
H 1.4481 -1.5473 -0.5675
H -3.5141 -0.0835 -1.4665
O -1.8684 -0.5428 0.5571
N 2.1210 -0.9749 -0.0891

---

8.
Below is C14H20N2O in the gas phase, with properties calculated with ωB97M-V/def2-TZVPD.

Values from the calculation:
- SMILES = CCOCCn1c(C(C)C)nc2ccccc21
- total charge = 0
- E_HOMO (eV) = -8.33
- 2S+1 = 1
- LUMO energy (eV) = 0.85

Cartesian coordinates (Å):
H -3.5666 -1.0615 1.2740
H 1.5416 1.2871 0.8747
H -3.2405 0.0266 -0.0800
N -1.1396 -0.9018 -2.2004
H 0.2706 -1.4348 1.4613
H 3.5394 1.0593 -3.2732
C 1.6405 0.5738 -4.1337
C 2.5540 0.6604 -3.0818
O 1.3172 0.4927 2.7710
H -3.6919 -3.0438 -0.2315
C 1.6320 1.7087 3.4148
C -0.9503 -1.1277 -0.9330
H -0.1409 1.0540 1.4022
C 0.9530 -0.2566 -1.6112
H -3.3847 -2.0239 -1.6498
H 2.3497 2.2791 2.8051
H -1.4928 -2.3471 0.7178
C 0.0245 -0.3553 -2.6722
H 0.7255 3.4148 4.3534
C -1.9874 -1.7302 -0.0418
H -0.0322 2.9723 2.8236
H 1.8816 -1.1592 0.7800
C 0.8713 0.6248 1.4434
C 2.2289 0.2476 -1.8048
H -2.3618 -3.4200 -1.3361
H -0.3348 -0.0081 -4.7614
H 2.1231 1.4050 4.3427
H -0.3260 1.9953 4.2691
H 1.9426 0.9109 -5.1145
C 0.8569 -0.7764 0.8182
C -2.9203 -2.6148 -0.8665
N 0.3048 -0.7591 -0.5053
H -2.1394 -0.0253 1.3021
C 0.3714 0.0666 -3.9502
C 0.4178 2.5787 3.7319
C -2.7821 -0.6240 0.6608
H 2.9448 0.3117 -0.9985

---

For reference, energy relative to the best compared isomer or geometry (same formula, charge and spin) by record: 67.0 68.6 1.6 95.3 18.2 19.0 22.4 11.2 kcal per mole.